Density functional theory data (ωB97M-V with the def2-TZVPD basis set) for an isolated molecule of C14H18N2O5.

CARTESIAN COORDINATES (ANGSTROEM)
N (0.9634, 1.9996, 2.1882)
C (0.6980, 0.8393, 1.4753)
C (1.2477, -0.3599, 2.1873)
C (1.4678, -1.5807, 1.3386)
C (0.5408, -2.1947, 0.5054)
C (0.9753, -3.3325, -0.2540)
C (2.1895, -3.9965, -0.1813)
C (3.1669, -3.3312, 0.7097)
C (2.6843, -2.1948, 1.3562)
C (-0.8842, 0.8132, 1.4866)
O (-1.3662, 0.3955, 2.5476)
N (-1.6773, 1.2212, 0.4790)
C (-1.3591, 1.8403, -0.7380)
C (-2.2208, 1.6649, -1.9448)
C (-2.3753, 0.2998, -2.4860)
C (-1.2852, -0.6602, -2.0687)
O (-0.1349, -0.4314, -1.9378)
O (-1.8173, -1.9450, -2.0619)
C (-0.9718, 3.3843, -0.5554)
O (-0.5645, 3.7305, 0.5386)
O (-0.7507, 4.2175, -1.6442)
H (1.9271, 1.9120, 2.5768)
H (0.8478, 2.9429, 1.7843)
H (0.9484, 0.8598, 0.3805)
H (0.8057, -0.5182, 3.1950)
H (2.2769, -0.0448, 2.5547)
H (-0.3860, -1.7983, 0.2720)
H (0.2210, -3.8444, -0.9589)
H (2.4595, -4.8950, -0.7001)
H (4.1827, -3.5820, 0.8963)
H (3.4388, -1.6565, 1.9611)
H (-2.5979, 1.4309, 0.9164)
H (-0.3710, 1.3274, -0.9803)
H (-1.7219, 2.3655, -2.6698)
H (-3.1477, 2.2864, -1.7065)
H (-2.3288, 0.3752, -3.6183)
H (-3.3812, -0.2012, -2.2385)
H (-1.2014, -2.3986, -1.3580)
H (-0.4983, 5.0597, -1.2470)

Summary:
* E_tot: -1029.955485 Eh
* strongest force on any atom: 4.30 eV Å⁻¹
* gap between HOMO and LUMO: 9.015 eV
* SMILES: N[C@@H](Cc1ccccc1)C(=O)N[C@@H](CCC(=O)O)C(=O)O
* relative energy (zero: lowest compared OMol25 entry of this formula, charge and spin): 3.341 eV
* highest occupied orbital energy: -8.65 eV



Density functional theory data (ωB97M-V with the def2-TZVPD basis set) for the ion C5H11N2S with charge +1.

CARTESIAN COORDINATES (ANGSTROEM)
C (-0.7077, -0.4595, 1.1691)
C (-1.3541, -1.3754, 0.1474)
C (2.2507, 0.9705, -0.7715)
C (1.1796, 0.2893, 0.0321)
C (-0.7245, 1.7850, 0.1503)
N (-0.0003, 0.5832, 0.5189)
N (-0.0992, -1.7683, -0.7342)
S (2.6561, -0.5062, 0.3172)
H (-1.4455, 0.0418, 1.8633)
H (0.0711, -1.0968, 1.6429)
H (-1.8146, -2.2817, 0.7029)
H (-2.1650, -0.8841, -0.4148)
H (2.5463, 0.8742, -1.7630)
H (2.4883, 1.9958, -0.3439)
H (-1.6282, 1.4909, -0.3544)
H (-0.8715, 2.5233, 0.9832)
H (-0.1973, 2.3120, -0.7170)
H (0.1032, -2.7672, -0.6540)
H (-0.2873, -1.7268, -1.7745)

Summary:
* E_tot: -704.487760 Eh
* strongest force on any atom: 4.09 eV Å⁻¹
* gap between HOMO and LUMO: 9.537 eV
* relative energy (zero: lowest compared OMol25 entry of this formula, charge and spin): 2.798 eV
* highest occupied orbital energy: -13.67 eV
* charge: +1



- Among the records above, which one has the lowest relative energy (zero: lowest compared OMol25 entry of this formula, charge and spin)?
  C5H11N2S